Entry from the Open Molecules 2025 dataset: one molecule with the formula C4H9NO2 (wB97M-V/def2-TZVPD).

XYZ file:
```
16
Properties=species:S:1:pos:R:3:mulliken_charge:R:1
N -0.660 -0.886 1.400 -0.450
C 0.297 -0.021 1.849 0.398
O 1.063 -0.295 2.753 -0.599
C 0.455 1.133 0.895 -0.527
C 0.826 0.272 -0.487 -0.634
C -0.273 0.040 -1.581 -0.507
O -1.048 -1.157 -1.437 -0.532
H -0.415 -1.858 1.369 0.231
H -1.398 -0.573 0.795 0.252
H -0.475 1.687 0.705 0.335
H 1.123 1.894 1.376 0.303
H 1.624 0.824 -0.971 0.403
H 1.236 -0.744 -0.303 0.325
H -0.945 0.905 -1.599 0.315
H 0.235 -0.013 -2.560 0.381
H -1.644 -1.208 -2.204 0.306
```

LUMO energy in eV: 0.615
SMILES string: NC(=O)CCCO
Energy relative to the best compared isomer or geometry (same formula, charge and spin) in kcal per mole: 40.32
Total charge: 0
Kohn-Sham gap in eV: 10.2

***

Entry from the Open Molecules 2025 dataset: one molecule with the formula C4H9NO2 (wB97M-V/def2-TZVPD).

XYZ file:
```
16
Properties=species:S:1:pos:R:3:mulliken_charge:R:1
C 0.960 0.964 1.561 -0.660
O -0.336 1.054 1.019 -0.376
C -0.342 1.177 -0.392 -0.491
C -1.101 -0.009 -0.985 -0.579
N -0.717 -1.247 -0.339 -0.151
C 0.267 -2.044 -0.833 0.018
O 0.810 -1.894 -1.911 -0.565
H 1.532 0.133 1.120 0.291
H 1.528 1.891 1.396 0.304
H 0.856 0.790 2.635 0.243
H 0.684 1.197 -0.783 0.365
H -0.829 2.123 -0.665 0.340
H -0.887 -0.109 -2.052 0.318
H -2.179 0.132 -0.855 0.314
H -0.967 -1.342 0.634 0.273
H 0.520 -2.874 -0.146 0.357
```

LUMO energy in eV: 0.901
SMILES string: COCCNC=O
Energy relative to the best compared isomer or geometry (same formula, charge and spin) in kcal per mole: 33.03
Total charge: 0
Kohn-Sham gap in eV: 10.7

***

Entry from the Open Molecules 2025 dataset: C4H9NO2 as an isolated structure (wB97M-V/def2-TZVPD).

XYZ file:
```
16
Properties=species:S:1:pos:R:3:mulliken_charge:R:1
C -2.690 0.511 1.020 -0.712
O -1.435 -0.049 0.731 -0.323
C -0.779 0.630 -0.296 -0.358
C 0.556 0.014 -0.529 -0.083
N 1.110 -0.821 0.240 -0.520
C 3.182 -0.961 -0.675 -0.041
O 3.373 -0.046 -1.449 -0.468
H -2.595 1.556 1.353 0.298
H -3.351 0.483 0.142 0.288
H -3.126 -0.085 1.821 0.242
H -0.597 1.690 -0.025 0.309
H -1.356 0.625 -1.230 0.314
H 1.170 0.454 -1.316 0.357
H 2.448 -2.000 -1.138 0.217
H 0.472 -1.151 0.957 0.234
H 3.620 -0.848 0.392 0.247
```

LUMO energy in eV: 0.791
Energy relative to the best compared isomer or geometry (same formula, charge and spin) in kcal per mole: 93.02
Total charge: 0
Kohn-Sham gap in eV: 9.8

***

Entry from the Open Molecules 2025 dataset: one molecule with the formula C4H9NO2 (wB97M-V/def2-TZVPD).

XYZ file:
```
16
Properties=species:S:1:pos:R:3:mulliken_charge:R:1
C -1.636 0.675 1.125 -0.660
O -1.266 -0.262 0.118 -0.359
C -0.586 0.152 -1.042 -0.454
C 0.891 -0.875 -1.238 -0.554
N 1.486 -0.987 0.064 -0.184
C 1.422 0.188 0.724 -0.080
O 1.238 1.231 0.121 -0.523
H -0.836 1.382 1.378 0.334
H -2.541 1.252 0.879 0.275
H -1.865 0.076 2.015 0.236
H -0.585 1.271 -1.045 0.348
H -1.098 -0.131 -1.945 0.342
H 1.557 -0.331 -1.911 0.246
H 0.873 -1.922 -1.640 0.350
H 1.469 -1.855 0.580 0.271
H 1.477 0.137 1.816 0.413
```

LUMO energy in eV: 0.959
SMILES string: COCCNC=O
Energy relative to the best compared isomer or geometry (same formula, charge and spin) in kcal per mole: 70.83
Total charge: 0
Kohn-Sham gap in eV: 10.2